1.
Below is a cluster of 2 separate species, BrH3NP in total at a distorted geometry, with properties calculated with ωB97M-V/def2-TZVPD.

Output
- LUMO energy (alpha / beta): -1.72 / -1.75 eV
- Orbital gap (alpha / beta): 6.95 / 6.93 eV
- E: -2971.85349 Ha
- ΔE to the lowest compared entry with this formula, charge and spin: 2.240 eV
- Total charge: 0

Atoms and positions in Å:
N 1.31533 -0.16806 -0.27397
P -1.98949 1.36381 0.03242
Br -2.82418 -0.67995 0.04432
H 1.90420 -0.66293 0.40969
H 0.45632 -0.65251 -0.14153
H 1.13782 0.79964 -0.07094

Mulliken atomic charge list, values in e, 2 entries: -0.650 0.081

2.
Below is a cluster of 2 separate species, BrH3O3P in total at a distorted geometry, with properties calculated with ωB97M-V/def2-TZVPD.

Output
- LUMO energy (alpha / beta): -8.68 / -8.67 eV
- Orbital gap (alpha / beta): 6.52 / 6.58 eV
- E: -3142.57533 Ha
- ΔE to the lowest compared entry with this formula, charge and spin: 4.123 eV
- Total charge: +1

Atoms and positions in Å:
O -0.39222 -1.53011 -0.41129
O -0.34722 0.81288 -1.30909
O 1.27474 0.24150 0.48067
P -0.16296 -0.01233 -0.04209
Br -1.70462 1.11382 2.55050
H 0.26001 -2.12623 -0.89260
H -0.30139 1.81573 -1.56693
H 1.37365 -0.31527 1.19083

Mulliken atomic charge list, values in e, 2 entries: -0.457 -0.416

3.
Below is a cluster of 2 separate species, BrH4NSi in total at a distorted geometry, with properties calculated with ωB97M-V/def2-TZVPD.

Output
- LUMO energy: 0.02 eV
- Orbital gap: 9.03 eV
- E: -2920.66136 Ha
- ΔE to the lowest compared entry with this formula, charge and spin: 1.224 eV
- Total charge: 0

Atoms and positions in Å:
N -2.05519 1.61640 0.78459
Si -2.11860 0.37793 -0.46209
Br -4.21708 -0.33467 -0.16126
H -1.28712 2.20421 1.15195
H -3.03059 2.01587 0.92622
H 0.54430 1.80209 1.70836
H 1.23774 1.47163 1.70284

Mulliken atomic charge list, values in e, 2 entries: -0.362 0.134